i:
Density functional theory data (the ωB97M-V functional and the def2-TZVPD basis) for one molecule with the formula C4H8O2.

Geometry (Å):
C: 2.44726 0.33761 0.49378
C: 1.28069 0.20603 -0.15238
O: 1.27783 0.06683 -1.50520
O: 0.07793 0.19303 0.42949
C: -1.10182 -0.03117 -0.35568
C: -2.22271 -0.30881 0.62942
H: 2.56573 0.17948 1.55146
H: 3.27163 0.75343 -0.07329
H: 2.18046 -0.25112 -1.65033
H: -0.94326 -0.86811 -1.04398
H: -1.32103 0.86169 -0.95862
H: -1.98681 -1.19278 1.23073
H: -2.36164 0.54139 1.30632
H: -3.16426 -0.48748 0.09829

For the LUMO energy, the calculation gives 0.87 eV. The SMILES is C=C(O)OCC.

These are the Löwdin partial charges, in e, on atoms 1 to 6: 0.04, -0.49, 0.06, -0.02, -0.23, -0.07

---

ii:
Density functional theory data (the ωB97M-V functional and the def2-TZVPD basis) for one molecule with the formula C4H8O2.

Geometry (Å):
C: -1.96038 0.20626 0.57073
C: -0.78545 -0.15838 -0.30839
O: -0.94793 -0.47021 -1.47028
C: 0.61659 -0.09588 0.30461
C: 1.67169 -0.55385 -0.68806
O: 0.83604 1.20708 0.82362
H: -2.48747 -0.71930 0.82614
H: -2.65462 0.82940 0.00014
H: -1.67011 0.71761 1.49129
H: 0.64054 -0.73578 1.19773
H: 1.46819 -1.58626 -0.97535
H: 2.67558 -0.50139 -0.25049
H: 1.63259 0.04449 -1.60743
H: 0.96476 1.81619 0.08572

For the LUMO energy, the calculation gives 0.80 eV. The SMILES is CC(=O)[C@@H](C)O.

These are the Löwdin partial charges, in e, on atoms 1 to 6: -0.01, -0.40, 0.08, -0.39, -0.05, -0.02

---

iii:
Density functional theory data (the ωB97M-V functional and the def2-TZVPD basis) for one molecule with the formula C4H8O2.

Geometry (Å):
C: -1.89339 0.59520 -0.34743
O: -1.02079 -0.48817 -0.19417
C: -0.12995 -0.44513 0.90057
C: 1.22592 -0.78500 0.32447
C: 1.66073 0.10191 -0.74047
O: 2.31369 0.11029 0.51863
H: -2.79531 0.47216 0.26241
H: -1.41849 1.55160 -0.08633
H: -2.18052 0.63001 -1.40229
H: -0.45647 -1.15605 1.66835
H: -0.07129 0.55512 1.35255
H: 1.52191 -1.83226 0.28970
H: 1.06156 0.98690 -0.94291
H: 2.18239 -0.29657 -1.60307

For the LUMO energy, the calculation gives 1.06 eV. The SMILES is COC[C@H]1CO1.

These are the Löwdin partial charges, in e, on atoms 1 to 6: -0.12, -0.20, -0.17, -0.27, -0.12, -0.03

---

iv:
Density functional theory data (the ωB97M-V functional and the def2-TZVPD basis) for one molecule with the formula C4H8O2.

Geometry (Å):
C: 0.33937 1.30202 -1.24947
C: 0.15477 0.46988 0.00430
C: -1.15918 -0.31711 0.10840
O: -0.82270 -1.43675 0.91482
C: 0.57661 -1.37673 1.10790
O: 1.09937 -0.59354 0.07617
H: 0.00857 2.33015 -1.07337
H: 1.39598 1.32993 -1.52839
H: -0.23032 0.89648 -2.09154
H: 0.29161 1.09795 0.90075
H: -1.98313 0.24102 0.56543
H: -1.46614 -0.66143 -0.88878
H: 0.78653 -0.90328 2.08382
H: 1.00865 -2.37859 1.06996

For the LUMO energy, the calculation gives 1.10 eV. The SMILES is C[C@H]1COCO1.

These are the Löwdin partial charges, in e, on atoms 1 to 6: -0.03, -0.38, -0.14, -0.09, -0.23, -0.06

---

Most stable structure: ii